Record 1
{
  "formula": "H2O3Si",
  "method": "the ωB97M-V functional and the def2-TZVPD basis",
  "symbols": ["O", "O", "O", "Si", "H", "H"],
  "positions_angstrom": [[-0.8976, 1.9658, -1.6973], [0.1901, 1.9528, -0.7888], [-1.4288, 0.6956, -1.4037], [-0.1537, 0.3672, -0.2881], [0.7596, -0.7301, -1.0257], [-0.6684, 0.0629, 1.0308]],
  "nbo_charge": [0.01, -0.61, -0.60, 1.61, -0.20, -0.20],
  "gap_ha": 0.339,
  "e_homo_ev": -9.583,
  "total_energy_ev": -14047.62615,
  "total_charge": 0,
  "e_above_lowest_kcal_mol": 158.28
}

Record 2
{
  "formula": "C5H8O",
  "method": "the ωB97M-V functional and the def2-TZVPD basis",
  "symbols": ["C", "C", "C", "C", "C", "O", "H", "H", "H", "H", "H", "H", "H", "H"],
  "positions_angstrom": [[2.9029, 0.1237, -0.1827], [1.4822, -0.1595, -0.1750], [0.2806, -0.2214, -0.1248], [-1.0968, -0.5149, -0.4958], [-2.1955, -0.0918, 0.4644], [-2.1691, 1.2868, 0.7522], [3.1110, 0.6721, 0.7362], [3.5269, -0.7744, -0.2300], [3.1435, 0.7668, -1.0342], [-1.2586, -0.0056, -1.4510], [-1.1446, -1.5984, -0.6532], [-3.1473, -0.2780, -0.0398], [-2.1605, -0.7037, 1.3789], [-1.2746, 1.4984, 1.0548]],
  "nbo_charge": [-0.69, 0.02, -0.06, -0.49, -0.05, -0.71, 0.24, 0.23, 0.23, 0.23, 0.23, 0.18, 0.16, 0.47],
  "gap_ha": 0.381,
  "e_homo_ev": -9.539,
  "total_energy_ev": -7360.19094,
  "total_charge": 0,
  "e_above_lowest_kcal_mol": 47.60,
  "smiles": "CC#CCCO"
}

Record 3
{
  "formula": "S2",
  "method": "the ωB97M-V functional and the def2-TZVPD basis",
  "symbols": ["S", "S"],
  "positions_angstrom": [[0.0000, 0.0000, 1.7369], [0.0000, 0.0000, -1.7369]],
  "nbo_charge": [0.50, 0.50],
  "gap_ha": [0.156, 0.137],
  "e_homo_ev": [-16.177, -15.394],
  "total_energy_ev": -21651.10874,
  "total_charge": 1,
  "multiplicity": 2,
  "e_above_lowest_kcal_mol": 214.71,
  "s_squared": 0.754
}

Record 4
{
  "formula": "C25H25FN2O5",
  "method": "the ωB97M-V functional and the def2-TZVPD basis",
  "symbols": ["C", "H", "O", "C", "C", "C", "C", "C", "C", "H", "C", "N", "C", "O", "C", "C", "C", "O", "C", "C", "C", "C", "C", "C", "O", "H", "H", "F", "H", "C", "H", "C", "C", "N", "C", "C", "O", "C", "C", "H", "H", "H", "H", "H", "H", "H", "H", "H", "H", "H", "H", "H", "H", "H", "H", "H", "H", "H"],
  "positions_angstrom": [[-4.4383, 2.2716, 3.2947], [-4.9971, 1.9666, 2.4037], [-3.3526, 3.1055, 2.9638], [-2.3354, 2.5894, 2.2290], [-1.2459, 3.4355, 2.0132], [-0.1559, 2.9950, 1.2931], [-0.1308, 1.7119, 0.7727], [-1.2218, 0.8770, 0.9584], [-2.3198, 1.3080, 1.6876], [-3.1466, 0.6324, 1.8381], [-1.1936, -0.5334, 0.4036], [-0.8298, -0.6020, -0.9972], [0.3465, -1.2367, -1.2326], [0.8634, -1.4241, -2.3112], [0.8224, -1.6624, 0.1189], [-0.0867, -1.3055, 1.0575], [0.0909, -1.6022, 2.4648], [-0.6869, -1.3049, 3.3524], [1.3578, -2.3375, 2.6881], [1.7082, -2.7218, 3.9844], [2.8828, -3.4038, 4.1942], [3.7424, -3.7260, 3.1474], [3.4077, -3.3515, 1.8669], [2.2189, -2.6577, 1.6265], [1.9561, -2.3225, 0.3353], [4.0467, -3.5824, 1.0298], [4.6549, -4.2623, 3.3532], [3.2204, -3.7755, 5.4415], [1.0444, -2.4734, 4.7978], [-1.7036, -0.1611, -2.0569], [-2.7219, -0.4907, -1.8213], [-1.6983, 1.3559, -2.2696], [-0.3214, 1.9150, -2.6893], [-0.0531, 2.0333, -4.1024], [-0.8558, 3.0025, -4.8186], [-0.2100, 3.2346, -6.1875], [-0.1145, 2.0370, -6.9208], [0.6309, 1.0750, -6.2065], [-0.0014, 0.7879, -4.8440], [0.6055, 0.0664, -4.2953], [-1.0080, 0.3662, -5.0138], [0.6451, 0.1777, -6.8269], [1.6587, 1.4368, -6.0578], [-0.8116, 3.9168, -6.7912], [0.7932, 3.6619, -6.0391], [-0.8747, 3.9390, -4.2574], [-1.8948, 2.6605, -4.9756], [0.4648, 1.2816, -2.2730], [-0.2057, 2.9159, -2.2631], [-2.4375, 1.5934, -3.0358], [-2.0131, 1.8420, -1.3451], [-1.3656, -0.6704, -2.9617], [-2.1688, -1.0089, 0.5671], [0.7281, 1.3641, 0.2193], [0.6873, 3.6515, 1.1421], [-1.2777, 4.4282, 2.4328], [-4.1077, 1.3837, 3.8418], [-5.0844, 2.8707, 3.9342]],
  "nbo_charge": [-0.25, 0.17, -0.49, 0.30, -0.25, -0.18, -0.25, -0.02, -0.26, 0.21, -0.07, -0.41, 0.63, -0.60, 0.28, -0.18, 0.59, -0.57, -0.20, -0.22, 0.38, -0.24, -0.22, 0.30, -0.40, 0.24, 0.24, -0.32, 0.26, -0.22, 0.20, -0.44, -0.21, -0.45, -0.25, -0.07, -0.53, -0.07, -0.27, 0.23, 0.16, 0.19, 0.17, 0.19, 0.16, 0.20, 0.16, 0.20, 0.20, 0.21, 0.22, 0.23, 0.22, 0.22, 0.22, 0.23, 0.18, 0.20],
  "gap_ha": 0.287,
  "e_homo_ev": -8.317,
  "total_energy_ev": -42265.68186,
  "total_charge": 0,
  "e_above_lowest_kcal_mol": 36.40,
  "smiles": "COc1cccc([C@@H]2c3c(oc4ccc(F)cc4c3=O)C(=O)N2CCCN2CCOCC2)c1"
}

Record 5
{
  "formula": "C24H50Br6N2O11",
  "method": "the ωB97M-V functional and the def2-TZVPD basis",
  "symbols": ["C", "C", "O", "C", "O", "O", "C", "H", "H", "H", "H", "H", "H", "H", "H", "C", "C", "O", "C", "O", "O", "C", "H", "H", "H", "H", "H", "H", "H", "H", "C", "C", "O", "C", "O", "O", "C", "H", "H", "H", "H", "H", "H", "H", "H", "C", "O", "N", "C", "C", "H", "H", "H", "H", "H", "H", "H", "C", "O", "N", "C", "C", "H", "H", "H", "H", "H", "H", "H", "Br", "C", "C", "Br", "H", "H", "H", "H", "Br", "C", "C", "Br", "H", "H", "H", "H", "Br", "C", "C", "Br", "H", "H", "H", "H"],
  "positions_angstrom": [[-3.9329, -3.2982, 5.7934], [-4.5901, -2.1819, 5.1002], [-4.0869, -1.9949, 3.7998], [-3.7242, -0.8714, 3.2295], [-3.7192, 0.2427, 3.7137], [-3.1368, -1.1488, 2.0319], [-2.7520, -0.1878, 1.2138], [-4.0388, -4.2508, 5.2743], [-4.3464, -3.4440, 6.7914], [-2.8473, -3.2140, 5.8432], [-4.3735, -1.2506, 5.6236], [-5.6773, -2.1531, 5.0274], [-1.8609, -0.4477, 0.6425], [-2.6335, 0.7812, 1.6986], [-3.5128, -0.0158, 0.4524], [4.8777, 3.5289, 1.7029], [3.5590, 2.7085, 1.4868], [2.6173, 3.0282, 2.5778], [1.4104, 2.4849, 2.3724], [1.1148, 1.7567, 1.4495], [0.5398, 3.0563, 3.2190], [-0.6512, 2.4096, 3.5241], [4.7340, 4.6090, 1.6772], [5.6175, 3.3401, 0.9249], [5.2415, 3.2331, 2.6869], [3.7299, 1.6323, 1.4623], [3.2270, 2.9203, 0.4704], [-1.0859, 1.8916, 2.6693], [-1.2950, 3.2184, 3.8697], [-0.4737, 1.7350, 4.3617], [-3.5435, 0.4122, -2.6756], [-2.4300, -0.6159, -2.2887], [-1.8838, -1.1886, -3.4482], [-1.0042, -0.5301, -4.1313], [-0.4853, 0.5570, -3.9754], [-0.6359, -1.3568, -5.1785], [0.3944, -0.9735, -6.1834], [-4.4757, -0.1338, -2.8211], [-3.3188, 1.0935, -3.4963], [-3.6194, 0.9657, -1.7397], [-2.7487, -1.4272, -1.6343], [-1.5790, -0.1549, -1.7873], [0.3042, -1.5737, -7.0888], [1.3836, -0.9787, -5.7256], [0.3012, 0.0616, -6.5120], [0.6385, 5.4763, -1.3085], [0.3533, 6.6484, -1.3394], [0.3438, 4.5973, -0.3777], [1.0081, 3.2762, -0.3010], [-0.5519, 4.9527, 0.7042], [1.2619, 5.0315, -2.0996], [0.3293, 2.5000, 0.0524], [1.7814, 3.1282, 0.4528], [1.5017, 2.8754, -1.1863], [0.0683, 5.0655, 1.5934], [-1.0814, 5.8480, 0.3783], [-1.2034, 4.1454, 1.0387], [1.4663, -2.9473, 1.0102], [1.3036, -2.3123, 0.0007], [1.4756, -4.3060, 1.0750], [1.7438, -4.9921, 2.3495], [0.9606, -5.2265, 0.0163], [1.7977, -2.5325, 1.9747], [0.9657, -4.8614, 3.1016], [2.6236, -4.6816, 2.9132], [1.8964, -6.0609, 2.1996], [0.1017, -5.7691, 0.4113], [0.5778, -4.7247, -0.8724], [1.7195, -5.9627, -0.2485], [0.3595, -3.3548, -4.7992], [0.9412, -3.4123, -2.9380], [1.5758, -2.0670, -2.4210], [2.9396, -1.5112, -3.8161], [1.6394, -4.2492, -2.9251], [0.0397, -3.5867, -2.3507], [1.9431, -2.1935, -1.4025], [0.8618, -1.2517, -2.5379], [3.6308, 0.7512, -1.9100], [1.8305, 1.4286, -2.1959], [1.3758, 1.0502, -3.6001], [2.7459, 1.3894, -5.0449], [1.7855, 2.5136, -2.1022], [1.1957, 1.0604, -1.3899], [0.6178, 1.7967, -3.8371], [1.1247, 0.0116, -3.8156], [0.1269, -0.5015, -1.6811], [0.5518, -0.2319, 0.1364], [-0.5388, 0.1754, 1.0097], [-1.5016, 1.7852, 0.2932], [1.4435, 0.3895, 0.2188], [0.9554, -1.2109, 0.3950], [-0.1272, 0.4573, 1.9788], [-1.1882, -0.6807, 1.1924]],
  "mulliken_charge": [-1.18, -0.27, -0.33, 0.65, -0.60, -0.22, -0.61, 0.32, 0.37, 0.29, 0.33, 0.36, -0.11, 0.42, 0.69, -1.51, 0.37, -0.47, 0.31, -0.09, -0.32, -0.30, 0.36, 0.36, 0.38, 0.23, 0.27, 0.09, 0.30, 0.31, -1.36, 1.30, -0.28, 0.29, -0.40, -0.53, -0.54, 0.38, 0.32, 0.33, 0.54, -1.54, 0.31, 0.11, 0.38, 0.19, -0.62, 0.16, 1.95, -0.94, 0.35, -1.34, -0.43, -1.19, 0.29, 0.44, 0.20, -0.24, -0.86, 0.22, -1.01, -0.75, 0.36, 0.38, 0.36, 0.34, 0.42, 0.00, 0.36, -0.11, -0.89, -0.58, -0.11, 0.43, 0.34, 0.69, 0.72, -0.07, 0.44, -0.03, -0.11, 1.19, -0.77, 0.85, -1.15, 0.50, 0.42, -2.14, -0.47, 0.48, -0.59, 1.53, 1.12],
  "gap_ha": 0.246,
  "e_homo_ev": -7.036,
  "total_energy_ev": -471428.55437,
  "total_charge": 0,
  "e_above_lowest_kcal_mol": 671.14
}

Record 6
{
  "formula": "C2H4I2O",
  "method": "the ωB97M-V functional and the def2-TZVPD basis",
  "symbols": ["C", "C", "O", "I", "I", "H", "H", "H", "H"],
  "positions_angstrom": [[1.3227, 1.2125, 1.9427], [0.1547, 0.9501, 1.1659], [-0.1293, -0.0286, 0.5779], [-1.0446, 2.7832, 0.9964], [-3.6115, -1.9000, 0.3429], [1.5184, 2.2428, 2.0310], [1.2909, 0.6591, 2.8360], [2.0226, 0.7663, 1.2282], [-2.6943, -1.0246, 1.3108]],
  "nbo_charge": [-0.75, 0.55, -0.49, -0.07, -0.10, 0.25, 0.26, 0.26, 0.10],
  "gap_ha": 0.374,
  "e_homo_ev": -9.767,
  "total_energy_ev": -20387.05681,
  "total_charge": 0,
  "e_above_lowest_kcal_mol": 3.16,
  "smiles": "CC(=O)I.I"
}